# 1
ORCA calculation (the ωB97M-V functional and the def2-TZVPD basis) on a cluster of 14 separate species, C19H62BO21P in total.

## Properties
- Spin multiplicity: 1
- E_LUMO: 0.0172 hartree

CARTESIAN COORDINATES (ANGSTROEM)
C 1.20351 2.45165 1.86704
P 0.12393 1.05657 1.39711
O -1.23459 1.75754 0.76946
C 0.88329 0.18570 -0.08670
O -0.17332 -0.67620 -0.53556
C -0.58500 -0.18265 -1.71545
O -1.70344 -0.13671 -2.12287
O 0.49883 0.24601 -2.39102
C 1.42005 0.83704 -1.38764
C 2.77942 0.30287 -1.81842
C 3.91878 0.58532 -0.89168
O 4.99433 0.07468 -1.00062
O 3.66861 1.52882 0.07540
B 1.22791 2.40382 -1.69577
O 0.55211 3.26960 -0.87810
O 1.77302 2.82853 -2.87731
H 1.87530 2.80605 1.10163
H 1.70806 2.17825 2.78755
H 0.52044 3.27194 2.07585
H -1.88631 1.03102 0.76050
H 1.65292 -0.43708 0.37162
H 2.71230 -0.77612 -1.93548
H 3.03060 0.71218 -2.79474
H 3.47842 1.09882 0.92717
H -0.39093 3.35898 -1.06063
H 2.37358 3.58375 -2.79159
C 5.44569 4.89775 0.81748
O 5.70900 3.61894 1.37583
H 5.98389 5.62897 1.41599
H 5.79685 4.96635 -0.21618
H 4.37880 5.13966 0.84718
H 5.23547 2.96833 0.84675
C -3.42792 -1.93770 1.61542
O -2.91947 -0.82429 0.87729
H -2.72068 -2.13893 2.41688
H -4.39998 -1.71641 2.04996
H -3.50622 -2.81664 0.97330
H -3.53743 -0.63699 0.16215
C -0.39522 -0.24037 5.75184
O -0.71181 0.49157 4.57020
H 0.57117 0.11493 6.09674
H -1.13377 -0.06381 6.53950
H -0.33899 -1.31494 5.55231
H -1.56260 0.18579 4.24056
C -5.82150 -2.68454 5.26612
O -5.37955 -1.79790 4.23786
H -5.49233 -3.68157 4.98604
H -5.38538 -2.42882 6.23345
H -6.90853 -2.68577 5.35714
H -5.66516 -0.91028 4.47164
C -3.96445 -2.45703 -2.33215
O -4.98611 -2.59410 -1.33872
H -3.49733 -1.49028 -2.17995
H -3.20337 -3.23582 -2.21773
H -4.38972 -2.50498 -3.33475
H -5.41005 -3.44718 -1.46208
C -5.94639 -1.52392 -5.75128
O -5.66640 -2.78841 -5.15913
H -5.30753 -0.79377 -5.26037
H -5.72336 -1.52462 -6.82102
H -6.98917 -1.23400 -5.60235
H -6.22546 -3.44637 -5.58174
C -0.60046 -3.17688 -4.99830
O -0.01658 -2.29930 -4.04482
H 0.16256 -3.89544 -5.28860
H -1.45657 -3.71493 -4.58353
H -0.92744 -2.62641 -5.88688
H -0.68404 -1.65397 -3.78660
C -6.69667 -4.79272 8.89064
O -7.22009 -4.13289 7.74334
H -5.72746 -4.34745 9.10032
H -7.34116 -4.65517 9.76242
H -6.55922 -5.86201 8.71166
H -8.07874 -4.51698 7.54522
C 0.66459 3.32486 5.97957
O 1.23095 2.34833 6.85009
H 1.23986 3.30196 5.05744
H -0.37618 3.09396 5.74285
H 0.73006 4.32788 6.40906
H 0.73129 2.35824 7.67116
C 3.26903 -0.05533 4.05699
O 2.38606 -0.52500 3.04157
H 4.28388 -0.16383 3.68048
H 3.09016 0.99734 4.29462
H 3.17154 -0.64270 4.97271
H 1.47546 -0.42011 3.35250
C 4.68857 3.63308 -5.14405
O 3.41711 4.07672 -4.67024
H 5.43790 4.28898 -4.70766
H 4.90200 2.60792 -4.83482
H 4.75168 3.70516 -6.23278
H 2.73934 3.50265 -5.04002
C 1.06345 -0.80206 -8.16897
O 1.64036 -1.82805 -7.37556
H 1.64894 -0.73394 -9.08270
H 0.02689 -1.03061 -8.43538
H 1.09460 0.16589 -7.66063
H 1.12878 -1.89182 -6.56302
C 7.58747 0.67805 -3.76847
O 6.16908 0.72327 -3.72351
H 7.89718 1.16045 -4.69314
H 8.03357 1.21505 -2.92691
H 7.95667 -0.35085 -3.77215
H 5.88361 0.29899 -2.90650

These are the Löwdin partial charges, in e, on atoms 1 to 4: -0.23 0.97 -0.29 -0.30

=====

# 2
ORCA calculation (the ωB97M-V functional and the def2-TZVPD basis) on a cluster of 12 separate species, C19H62O16 in total.

## Properties
- Spin multiplicity: 1
- E_LUMO: 0.0001 hartree
- SMILES: OCCO.OCCO.OCCO.OCCO.CCO.CCO.CCO.CO.CO.CO.CO.CO

CARTESIAN COORDINATES (ANGSTROEM)
O 0.16594 -1.66559 6.52621
C 1.48746 -1.55799 6.20076
C 2.05278 -0.80437 7.46560
O 1.39488 0.37612 7.75976
H 0.11288 -1.18962 7.35823
H 1.89700 -2.56180 6.08787
H 1.58049 -0.78523 5.43769
H 3.06660 -0.45533 7.26953
H 2.04428 -1.52052 8.28728
H 2.05893 0.94966 8.14923
O 1.00087 1.76998 -0.62242
C 0.09013 0.74691 -0.19664
C 0.49421 -0.66108 -0.76838
O -0.07365 -0.82295 -2.07897
H 0.51859 2.42366 -1.13400
H 0.32491 0.75953 0.86770
H -0.93133 1.06219 -0.40954
H 0.03805 -1.42474 -0.13843
H 1.52913 -0.95527 -0.59374
H 0.08160 -1.66330 -2.51637
O 3.31087 -3.83626 -5.65804
C 3.08015 -5.24605 -5.24247
C 1.69280 -5.64552 -5.78491
O 0.73886 -5.01559 -4.97001
H 2.99516 -3.23237 -4.98184
H 3.83907 -5.93611 -5.61117
H 3.21466 -5.27996 -4.16133
H 1.52730 -6.72201 -5.74158
H 1.51156 -5.33611 -6.81424
H -0.04454 -4.82003 -5.48927
O -4.49832 0.68474 3.58933
C -5.35684 0.72121 4.75391
C -4.88089 1.63122 5.85815
O -5.80641 1.54233 6.86277
H -3.66197 0.25389 3.78031
H -6.32171 1.17357 4.52480
H -5.40952 -0.28988 5.15766
H -4.78229 2.66107 5.51493
H -3.89047 1.30455 6.17509
H -5.54757 0.80615 7.42190
C -4.82252 -5.09804 5.09109
C -3.97175 -4.95513 3.78769
O -2.94062 -5.95100 3.93162
H -4.22018 -4.83918 5.96188
H -5.15661 -6.12640 5.22881
H -5.79201 -4.60099 5.05741
H -3.56911 -3.94682 3.69133
H -4.61524 -5.20139 2.94307
H -2.61479 -6.03670 3.03268
C -6.31698 4.19624 -4.20726
C -5.35602 3.51575 -3.21249
O -4.46142 2.66481 -3.93350
H -6.85112 3.48680 -4.83931
H -5.77043 4.88543 -4.85099
H -7.05736 4.68594 -3.57469
H -5.83810 2.94550 -2.41844
H -4.73899 4.26045 -2.70970
H -4.02042 2.10562 -3.28974
C 8.28709 -0.12479 -0.87010
C 6.81321 0.16074 -0.83959
O 6.38360 0.92895 -1.88357
H 8.57605 -0.23910 -1.91486
H 8.60788 -0.93544 -0.21584
H 8.85309 0.76606 -0.59785
H 6.26235 0.41556 0.06579
H 6.31654 -0.80632 -0.91846
H 5.62105 1.47175 -1.67032
C 6.75711 5.13476 2.85060
O 6.48960 4.90177 1.48453
H 5.99094 5.63439 3.44344
H 6.75586 4.16798 3.35402
H 7.69218 5.66152 3.04106
H 5.78149 4.26172 1.38197
C 1.16659 -7.70332 -0.16009
O -0.08680 -7.29395 -0.58435
H 1.44059 -8.44784 -0.90755
H 2.01419 -7.02664 -0.26859
H 1.16627 -8.12912 0.84330
H -0.07249 -6.82054 -1.41938
C -0.66989 7.56575 0.73454
O 0.13506 7.98539 1.82459
H -0.11824 8.02088 -0.08804
H -0.80666 6.49500 0.58324
H -1.70915 7.86938 0.86045
H 0.66377 8.70956 1.48158
C 0.15314 6.09881 -5.05779
O -0.04170 5.08653 -4.11482
H -0.82086 6.58718 -5.02762
H 0.85389 6.87787 -4.75761
H 0.40839 5.80284 -6.07531
H -0.56906 4.42743 -4.57208
C -1.54287 -0.81114 -8.21865
O -2.49208 -1.37284 -7.38584
H -1.50153 0.27466 -8.13249
H -0.55006 -1.18209 -7.96404
H -1.74968 -1.12277 -9.24248
H -2.98917 -0.72055 -6.88681

These are the Löwdin partial charges, in e, on atoms 1 to 4: -0.06 -0.24 -0.28 -0.05

=====

no.,Kohn-Sham gap (Ha),HOMO (eV)
1,0.3149,-8.1
2,0.3567,-9.7